(1)
C20H26N8O2RhS4SbSe4Si | ωB97M-V/def2-TZVPD

Properties
* charge: -2
* multiplicity: 5
* HOMO energy (alpha / beta): -0.87 / -1.91 eV
* energy above the lowest of the compared OMol25 structures with the same formula, charge and spin: 0.2060 eV
* max |F|: 0.0509 hartree/bohr
* E_LUMO (alpha / beta): 3.91 / 2.96 eV

```
67
Properties=species:S:1:pos:R:3:lowdin_spin:R:1
C 3.0671 0.0073 0.1868 0.00
H -0.1327 4.3892 -5.6698 0.00
Se -5.2002 -0.1390 0.2981 0.19
H 1.5235 -1.4774 6.4029 0.00
C -0.0126 3.3242 -5.5077 0.00
C 4.0908 -0.0264 -0.7740 0.00
N -2.9701 -2.2264 3.3147 0.00
C 1.3267 3.9086 -2.7636 0.00
H 0.6470 -2.6473 -2.5486 0.00
H 5.6336 3.5180 -1.7060 0.00
C 0.6535 0.2064 -4.4032 0.00
H 1.9743 1.2152 1.6755 0.00
C 4.2950 2.3225 -0.6067 0.00
N -4.0059 -0.3867 3.5199 0.02
H 1.0460 3.7774 -1.6767 0.00
C 2.7243 1.2233 0.8683 0.00
H 4.5831 4.3441 -0.6425 0.00
O 2.1652 -2.2089 -0.6918 0.00
H 1.2687 4.9506 -3.1007 0.00
Rh -0.4431 -0.8464 0.2086 2.05
S -1.7132 0.0255 2.1579 0.07
C -4.2826 -3.5888 5.0094 0.00
C 3.4053 2.3813 0.4506 0.00
H 0.7882 -1.8154 -4.9225 0.00
H -0.7766 2.7198 -6.0047 0.00
Se -1.7727 -2.7368 -0.6254 0.25
H 4.2002 -0.9620 -1.3652 0.00
S -0.7641 1.3142 -0.7149 0.21
H -3.3006 -4.0317 5.3350 0.00
H -4.3298 0.5766 3.4615 0.00
Se -5.2177 -2.6184 -2.6323 0.81
C -1.6268 3.4831 -2.9216 0.01
H -1.6039 3.8114 -1.8612 0.00
C 1.2612 -1.4690 5.3200 0.01
N 0.3429 -2.3941 3.3621 0.01
N 0.0600 -0.7597 -1.8601 0.09
S 1.9640 -0.5154 4.1263 0.02
C -4.0214 -2.3402 4.2534 0.00
H 0.9156 0.5660 -5.4232 0.00
Si -0.0731 2.9215 -3.6959 0.00
H 2.3314 3.4704 -2.8969 0.00
C 0.4773 -2.3811 4.7148 0.00
H -0.1075 -3.1440 5.2182 0.00
H -2.3202 2.6089 -2.9134 0.00
Sb -4.3339 -2.3384 -0.3311 0.02
C 1.1597 -1.5277 2.7720 0.01
C 0.1497 1.1208 -3.4229 0.01
C 0.6860 -1.1866 -4.0801 0.01
H 0.9617 3.0927 -5.8961 0.00
C -2.8979 -0.8999 2.9012 0.02
O 3.4839 -2.3428 1.3608 0.01
H 3.1986 3.2412 1.1163 0.00
C -0.0832 0.5418 -2.1559 0.03
H -1.1958 -3.1161 2.9163 0.00
H -2.0917 4.2220 -3.5690 0.00
C 4.7538 1.1061 -1.1021 0.00
H -4.8062 -4.3402 4.4144 0.00
N -2.2094 -3.2954 3.0412 0.00
H 5.6249 1.0692 -1.7965 0.00
N -4.6780 -1.2469 4.3414 0.00
S 2.5062 -1.6066 0.5956 0.01
N 1.1479 -1.2793 1.4198 0.09
N 4.7136 3.5018 -1.2327 0.00
H -2.7943 -3.9019 2.4176 0.00
H -4.8765 -3.3199 5.8859 0.00
Se -4.9767 -4.2352 1.2262 0.01
C 0.4875 -1.6092 -2.7778 0.01
```



(2)
C25H30AsCaF6N5S | ωB97M-V/def2-TZVPD

Properties
* charge: +1
* multiplicity: 2
* HOMO energy (alpha / beta): -11.83 / -11.84 eV
* max |F|: 0.0076 hartree/bohr
* E_LUMO (alpha / beta): -4.33 / -6.18 eV

```
69
Properties=species:S:1:pos:R:3:lowdin_spin:R:1
H 1.7842 -0.7331 5.3330 0.00
F -2.4188 -1.8437 0.0780 0.00
C 3.8536 0.1509 -0.6805 0.11
C -0.2769 -1.2243 4.7979 0.11
C -2.2371 3.5830 -1.9358 0.00
C 1.1496 -0.5790 3.1794 0.21
H -2.4394 4.0873 4.2303 0.00
C 4.3787 -0.9535 3.8452 -0.01
H 1.0410 3.8290 2.4996 0.00
F -4.2608 -1.5062 -1.5701 0.00
H -3.1242 3.4814 1.8169 0.00
C 5.5820 0.6056 5.2192 0.00
N 1.7500 -0.3185 0.1184 0.01
F -2.4343 0.1383 -1.2609 0.00
C 2.4677 -0.1592 -0.9626 0.17
H 4.8232 0.3835 1.2619 0.00
H -2.9948 6.5749 -0.2897 0.00
H 4.2520 -1.9535 3.4489 0.00
H -0.5708 2.2504 2.6471 0.00
H 1.2894 3.9597 4.2509 0.00
H -0.9238 5.3407 2.6377 0.00
C -0.5419 4.8910 3.5589 0.00
C 5.4238 -0.6823 4.7124 0.00
As -3.7047 -0.6157 -0.2462 0.00
C -0.9062 -1.1816 3.4938 0.18
C 6.6638 0.8881 6.1189 0.00
H -0.6070 5.6679 4.3227 0.00
C 2.6327 -0.1213 1.1917 0.21
C -2.7840 4.8853 -2.5079 0.00
C 2.3517 -0.2247 2.5584 -0.06
H -0.9469 5.9969 -2.5030 0.00
H -2.3760 6.9662 -2.7494 0.00
H 4.8314 2.6170 5.2564 0.00
H -1.5317 7.5144 -0.5515 0.00
H -3.4630 3.7523 -0.2379 0.00
C 0.9154 4.4835 3.3658 0.00
C -1.4385 3.7284 3.9726 0.00
N -2.1856 3.1223 1.7023 0.00
H -1.0413 3.2680 4.8823 0.00
H -2.6739 2.7227 -2.4469 0.00
H 2.0292 -0.2473 -1.9486 0.01
Ca -0.6907 -0.2294 0.3043 0.00
H -2.1463 1.7987 3.3021 0.00
F -4.7112 -1.3601 0.8937 0.00
C 3.6529 1.3412 3.9941 0.00
N 7.5281 1.1136 6.8404 0.00
N -0.0771 -0.8046 2.5522 0.01
H -1.9381 -1.4224 3.2708 0.01
H -1.1571 3.5299 -2.0554 0.00
S -0.1301 2.4805 0.1055 0.00
F -2.8708 0.2752 1.0781 0.00
N -2.5300 3.4708 -0.5088 0.00
C -1.7215 3.0401 0.4512 0.00
F -4.7354 0.7088 -0.5048 0.00
H 6.1169 -1.4611 4.9988 0.00
H 2.9616 2.1252 3.7079 0.00
C -1.9770 6.5287 -0.6871 0.00
H 1.5501 5.3554 3.2081 0.00
H -3.8274 5.0086 -2.1934 0.00
C 3.9500 0.1830 0.6637 0.03
H 4.6199 0.3210 -1.4182 0.00
C 0.9990 -0.8294 4.6015 0.03
H -2.8181 4.7720 -3.5930 0.00
C -1.5527 2.6336 2.9194 0.00
C 4.6974 1.6203 4.8593 0.00
H -0.7558 -1.5150 5.7182 0.00
C 3.4933 0.0559 3.4864 -0.01
C -1.9771 6.1366 -2.1623 0.00
H -1.4062 5.8300 -0.0729 0.00
```



(3)
C6H12O2 | ωB97M-V/def2-TZVPD

Properties
* charge: +1
* multiplicity: 2
* HOMO energy (alpha / beta): -14.21 / -14.19 eV
* energy above the lowest of the compared OMol25 structures with the same formula, charge and spin: 1.8754 eV
* max |F|: 0.0388 hartree/bohr
* E_LUMO (alpha / beta): -5.08 / -8.96 eV

```
20
Properties=species:S:1:pos:R:3:lowdin_spin:R:1
C 0.1042 1.4072 -0.6076 0.05
C 0.7434 0.9486 0.6121 0.28
H 2.5925 0.9962 1.9034 0.02
C -0.6864 -1.1225 1.0542 0.02
C -0.1330 0.2074 1.5979 0.04
C 2.0713 1.2021 0.9766 0.49
O -0.0978 -2.0502 -1.0629 0.01
H -1.0132 -1.8418 1.8096 0.00
C 0.2198 -1.8489 0.0764 0.01
O -1.6689 -0.4436 -3.2976 0.00
H -0.7222 2.0640 -0.3171 0.02
H -0.9902 -0.8491 -2.7388 0.00
H -0.3991 0.6236 -1.1900 0.02
H 0.4520 0.1142 2.5095 0.00
H -2.5314 -0.7472 -3.0039 0.00
H 1.2169 -2.1805 0.4172 0.00
H -0.9756 0.8715 1.7965 0.02
H 0.7408 1.8610 -1.3657 0.00
H -1.6400 -0.9339 0.5611 0.00
H 2.7172 1.7218 0.2693 0.02
```



(4)
C3H9AlBr | ωB97M-V/def2-TZVPD

Properties
* charge: -1
* multiplicity: 1
* HOMO energy: -4.76 eV
* energy above the lowest of the compared OMol25 structures with the same formula, charge and spin: 0.1880 eV
* max |F|: 0.0102 hartree/bohr
* E_LUMO: 3.37 eV

```
14
Properties=species:S:1:pos:R:3:mulliken_charge:R:1
H 0.8902 1.1126 0.9471 0.26
H -1.3127 1.9194 0.4151 -0.21
H -0.3255 -1.7655 0.4049 0.38
H -0.8473 -1.3561 -1.1965 0.38
Br 0.8659 0.6719 -2.2683 -0.26
C 0.9486 -0.3988 -0.5938 0.10
C 1.5994 0.4325 0.4897 -1.19
C -0.4501 -0.9222 -0.2803 -1.04
H -2.4093 -0.0340 1.8665 -0.23
H 2.0294 -0.2271 1.2399 0.30
H 2.4009 1.0348 0.0676 0.38
H -3.1348 0.3475 -0.6335 -0.22
H 1.6192 -1.2116 -0.8531 0.35
Al -1.8739 0.3965 0.3947 0.02
```



| no. | DFT total energy (eV) |
| --- | --- |
| 1 | -359328.9633 |
| 2 | -140281.1517 |
| 3 | -10501.2231 |
| 4 | -79897.1151 |